Record 1
ORCA calculation (the ωB97M-V functional and the def2-TZVPD basis) on C4H9NO in the gas phase.

ΔE to the lowest compared entry with this formula, charge and spin   310.8 kJ/mol
Charge   0
HOMO level   -9.49 eV
Strongest force on any atom   0.014 Eh/bohr
Kohn-Sham gap   10.49 eV
LUMO level   1.004 eV

Last column: Löwdin charge in e.
Geometry (Å):
C: -1.469 1.206 -0.971  0.01
C: -1.017 0.481 0.033  -0.16
C: 0.296 -0.244 0.028  -0.44
C: 1.221 0.202 1.156  -0.05
N: -0.052 -1.640 0.242  -0.09
O: -1.079 -2.021 -0.642  -0.08
H: -2.432 1.684 -0.938  0.05
H: -0.894 1.357 -1.870  0.06
H: -1.603 0.324 0.925  0.11
H: 0.800 -0.084 -0.946  0.14
H: 2.114 -0.421 1.172  0.07
H: 0.715 0.102 2.111  0.08
H: 1.514 1.238 1.009  0.08
H: 0.749 -2.256 0.102  0.12
H: -0.811 -1.836 -1.563  0.10



Record 2
ORCA calculation (the ωB97M-V functional and the def2-TZVPD basis) on a molecular structure, C13H21F9NNaO7PS3 in a non-equilibrium geometry.

Charge   -1
HOMO level   -5.82 eV
Strongest force on any atom   0.043 Eh/bohr
Kohn-Sham gap   7.39 eV
LUMO level   1.576 eV

Last column: Löwdin charge in e.
Geometry (Å):
Na: -0.117 43.087 -2.667  0.30
C: -0.342 46.657 -6.020  -0.65
F: -0.114 47.760 -5.320  0.13
F: -0.909 47.042 -7.187  0.09
F: 0.861 46.102 -6.325  0.09
S: -1.405 45.469 -5.109  0.47
O: -1.687 44.500 -6.154  -0.33
O: -0.443 44.991 -4.102  -0.33
O: -2.506 46.217 -4.634  -0.27
P: -0.957 46.610 -0.873  0.19
F: -2.010 45.919 0.198  -0.19
F: -0.534 45.085 -1.368  -0.19
F: -2.080 46.663 -1.983  -0.12
F: 0.137 47.226 -1.855  -0.14
F: -1.357 48.087 -0.342  -0.16
F: 0.194 46.539 0.306  -0.20
C: 2.792 43.480 1.865  -0.22
C: 2.351 42.139 2.472  -0.22
C: 1.793 41.235 1.373  -0.20
S: 1.254 42.334 0.027  0.69
O: -0.181 42.365 0.040  -0.29
O: 1.957 42.179 -1.226  -0.31
C: 1.871 43.849 0.737  -0.22
H: 3.816 43.357 1.473  0.12
H: 2.951 44.281 2.587  0.12
H: 1.582 42.331 3.228  0.12
H: 3.190 41.681 2.993  0.11
H: 0.880 40.732 1.665  0.10
H: 2.612 40.600 1.043  0.10
H: 1.044 44.509 0.967  0.10
H: 2.419 44.307 -0.085  0.12
C: -4.561 42.269 0.463  -0.21
C: -4.549 41.237 -0.670  -0.23
C: -4.841 41.960 -1.958  -0.22
S: -3.680 43.336 -1.849  0.68
O: -4.213 44.495 -2.437  -0.26
O: -2.348 42.907 -2.238  -0.32
C: -3.766 43.453 -0.039  -0.21
H: -4.065 41.868 1.347  0.11
H: -5.553 42.600 0.773  0.11
H: -5.156 40.342 -0.555  0.11
H: -3.488 40.947 -0.705  0.11
H: -5.761 42.548 -2.004  0.11
H: -4.637 41.407 -2.870  0.11
H: -4.258 44.420 0.056  0.10
H: -2.746 43.571 0.313  0.09
N: 1.070 41.442 -4.600  0.04
C: -0.062 41.964 -5.194  -0.12
C: -1.151 41.420 -4.570  -0.10
C: -0.679 40.611 -3.485  -0.11
C: 0.684 40.603 -3.583  -0.16
H: 2.005 41.605 -4.913  0.15
H: -0.021 42.628 -6.039  0.11
H: -2.153 41.663 -4.873  0.11
H: -1.299 40.164 -2.728  0.10
H: 1.449 40.138 -2.984  0.11



Record 3
ORCA calculation (the ωB97M-V functional and the def2-TZVPD basis) on a molecular structure, C25H48BNP2Pt in a non-equilibrium geometry.

<S²>   6.010
ΔE to the lowest compared entry with this formula, charge and spin   192.4 kJ/mol
Multiplicity   5
Charge   +2
HOMO level (alpha / beta)   -13.19 / -13.44 eV
Strongest force on any atom   0.183 Eh/bohr
Kohn-Sham gap (alpha / beta)   7.13 / 4.47 eV
LUMO level (alpha / beta)   -6.060 / -8.969 eV

Last column: Mulliken spin population.
Geometry (Å):
Pt: 0.693 -1.154 -1.790  0.46
C: -2.682 1.796 0.960  0.28
C: -3.043 0.927 -0.101  0.36
C: -2.965 -0.314 1.830  0.35
C: -2.654 1.034 2.158  0.29
C: -3.194 -0.381 0.429  0.40
C: -2.439 3.249 0.847  0.02
H: -2.082 3.506 -0.158  0.00
H: -1.685 3.578 1.574  0.01
H: -3.356 3.832 1.032  0.03
C: -2.374 1.535 3.516  0.04
H: -2.278 2.627 3.514  0.00
H: -1.448 1.101 3.916  0.02
H: -3.189 1.270 4.206  0.02
C: -3.064 -1.420 2.800  0.01
H: -3.845 -1.216 3.549  0.02
H: -2.120 -1.559 3.344  0.03
H: -3.319 -2.358 2.298  0.00
C: -3.565 -1.580 -0.353  -0.02
H: -4.566 -1.471 -0.800  0.03
H: -3.577 -2.473 0.281  0.00
H: -2.854 -1.753 -1.176  0.05
C: -3.264 1.343 -1.502  0.01
H: -4.068 2.092 -1.577  0.03
H: -3.546 0.485 -2.121  -0.01
H: -2.359 1.797 -1.930  0.02
C: 2.189 0.024 -2.281  0.24
C: 0.908 0.762 -2.132  -0.08
C: 0.134 1.198 -3.363  0.03
C: -0.790 0.088 -3.928  -0.01
C: -0.496 -1.277 -3.346  0.24
C: 0.820 -1.906 -3.598  -0.02
C: 1.851 -1.209 -4.475  0.03
C: 2.741 -0.233 -3.666  0.01
H: 0.810 1.584 -4.136  0.00
H: -0.751 0.072 -5.027  0.00
H: -0.493 2.051 -3.070  0.00
H: 2.907 0.705 -4.214  0.00
H: 2.925 0.212 -1.490  -0.01
H: 0.866 1.425 -1.256  0.11
H: 3.735 -0.689 -3.552  0.00
H: 2.499 -1.987 -4.902  0.00
H: 0.824 -3.002 -3.647  0.01
H: 1.375 -0.706 -5.327  0.00
H: -1.830 0.342 -3.679  0.01
H: -1.341 -1.973 -3.294  0.00
P: 1.976 2.775 1.025  0.60
C: 1.469 3.293 2.725  0.06
H: 2.058 4.160 3.053  0.02
H: 1.583 2.455 3.424  0.00
H: 0.405 3.567 2.687  0.00
C: 3.593 1.975 1.422  0.06
H: 4.276 2.697 1.887  0.02
H: 4.028 1.598 0.488  -0.01
H: 3.412 1.124 2.089  0.00
C: 2.619 4.379 0.404  0.10
H: 3.067 4.213 -0.585  0.00
H: 3.367 4.786 1.095  0.03
H: 1.778 5.076 0.296  0.00
P: 1.214 -3.422 0.027  0.00
C: -0.393 -4.255 0.156  0.01
H: -0.330 -5.288 0.521  0.00
H: -0.857 -4.250 -0.841  0.00
H: -1.052 -3.674 0.817  0.00
C: 2.377 -4.405 -0.961  0.00
H: 2.113 -4.279 -2.020  0.00
H: 2.372 -5.472 -0.713  0.00
H: 3.394 -4.012 -0.838  0.00
C: 1.920 -2.976 1.629  0.00
H: 2.557 -3.754 2.064  0.00
H: 1.146 -2.682 2.347  0.00
H: 2.521 -2.075 1.442  0.00
B: 0.478 -0.359 4.161  0.00
C: 0.681 -0.028 2.650  0.09
N: 0.884 0.218 1.517  0.01
H: -0.564 -0.986 4.313  0.00
H: 0.452 0.679 4.813  0.01
H: 1.413 -1.050 4.538  0.00



Record 4
ORCA calculation (the ωB97M-V functional and the def2-TZVPD basis) on 6 unconnected molecules or ions with the total composition C2H18NO5 in a non-equilibrium geometry.

<S²>   0.751
ΔE to the lowest compared entry with this formula, charge and spin   153.5 kJ/mol
Multiplicity   2
Charge   0
HOMO level (alpha / beta)   -2.56 / -11.45 eV
Strongest force on any atom   0.116 Eh/bohr
Kohn-Sham gap (alpha / beta)   2.89 / 11.68 eV
LUMO level (alpha / beta)   0.324 / 0.235 eV

Last column: Mulliken spin population.
Geometry (Å):
C: -0.259 -2.243 1.217  0.48
N: 0.955 -2.009 0.378  0.10
C: 1.847 -0.943 1.064  0.66
H: -0.927 -2.790 0.430  -0.11
H: 0.095 -2.760 2.203  -0.09
H: -0.570 -1.184 1.604  -0.05
H: 0.655 -1.722 -0.559  0.09
H: 1.604 -2.826 0.285  -0.36
H: 1.307 0.078 1.111  -0.06
H: 2.884 -0.765 0.627  -0.18
H: 2.271 -1.236 2.087  0.03
H: 1.444 2.358 -1.630  0.05
H: 0.649 1.381 -1.154  0.02
O: 1.361 1.849 -0.857  -0.01
H: -1.951 1.175 -1.531  0.00
H: -1.280 2.059 -2.631  -0.07
O: -1.323 1.179 -2.292  0.27
H: 0.536 2.128 0.998  0.08
H: -0.129 2.654 2.359  0.00
O: -0.001 2.010 1.774  0.02
H: -0.475 -0.477 -2.013  0.14
H: 0.307 -1.655 -2.747  -0.16
O: -0.181 -1.423 -1.903  0.16
H: -2.737 1.360 0.950  -0.02
H: -1.327 1.013 1.326  -0.01
O: -2.176 0.684 1.022  0.03



Look up the charge of the second one.
-1